Record 1
34
Properties=species:S:1:pos:R:3:lowdin_charge:R:1 method="wB97M-V/def2-TZVPD" total_charge=+1 homo_lumo_gap_ev="5.7 / 6.4" multiplicity=2 e_lumo_ev="-5.91 / -5.91" homo_energy_ev="-11.6 / -12.3"
Re -0.61 -0.10 -0.24 0.831
Se -4.62 1.12 -0.82 1.277
S -0.69 -2.13 -1.03 0.655
S 1.47 -0.40 -1.05 0.621
N -2.88 0.84 -0.55 -0.294
N 0.75 -5.35 -2.42 0.205
N -4.39 2.81 -1.30 -0.185
N -0.92 2.00 -0.76 -0.047
N 4.30 -2.63 -2.48 0.206
C -2.29 1.99 -0.85 -0.477
C 1.04 -2.05 -1.48 -0.948
C -1.23 -1.12 2.63 -0.492
C -2.69 -0.76 2.37 -0.100
C 1.80 -3.04 -1.99 -0.317
C 3.18 -2.81 -2.27 -0.195
C -3.09 3.07 -1.27 -0.361
C -0.32 3.11 -1.09 -0.035
C -1.04 4.28 -1.49 0.001
C -0.26 -0.35 1.72 -0.325
C -0.86 -0.87 4.09 -0.070
C -2.40 4.28 -1.59 0.064
C 1.23 -4.33 -2.25 -0.201
H -3.02 -1.05 1.37 0.045
H -2.86 0.32 2.49 0.082
H -2.95 5.15 -1.91 0.139
H 0.77 -0.68 1.88 0.073
H -0.46 5.16 -1.73 0.125
H -3.34 -1.27 3.08 0.089
H 0.18 -1.13 4.29 0.085
H -1.08 -2.18 2.40 0.134
H -1.49 -1.47 4.75 0.088
H 0.77 3.12 -1.05 0.138
H -0.30 0.75 1.93 0.103
H -1.00 0.18 4.35 0.088

Record 2
25
Properties=species:S:1:pos:R:3:lowdin_charge:R:1 method="wB97M-V/def2-TZVPD" total_charge=+1 homo_lumo_gap_ev=9.6 e_lumo_ev=-3.41 homo_energy_ev=-13.0
O 2.15 0.57 0.48 0.175
N 0.21 -0.77 -0.20 -0.054
N 0.07 1.23 1.36 -0.104
C 1.07 -1.76 -0.71 -0.178
C 0.67 2.38 2.06 0.005
C 0.43 -2.11 -2.11 -0.143
C 0.86 0.48 0.56 -0.185
C -0.59 -0.96 -2.40 -0.139
C -1.26 0.70 1.73 -0.010
C -1.06 -0.54 -0.94 -0.173
H 0.55 3.15 1.28 0.118
H -1.14 -0.26 2.12 0.089
H 0.11 -3.19 -2.15 0.131
H -1.95 -1.17 -0.67 0.123
H 1.71 2.14 2.48 0.122
H 0.00 -0.05 -2.72 0.126
H 1.20 -2.71 -0.10 0.144
H -2.08 0.81 1.03 0.085
H 2.03 -1.16 -0.90 0.139
H -1.52 -1.14 -3.03 0.133
H 0.09 2.67 2.97 0.114
H -1.58 1.28 2.62 0.109
H -1.51 0.57 -0.83 0.149
H 1.25 -2.04 -2.75 0.074
H 2.71 0.85 1.20 0.151

Record 3
22
Properties=species:S:1:pos:R:3:lowdin_charge:R:1 method="wB97M-V/def2-TZVPD" total_charge=0 homo_lumo_gap_ev=10.7 e_lumo_ev=0.60 homo_energy_ev=-10.1
O 2.76 0.36 0.78 -0.061
O 1.75 -2.00 -0.95 -0.085
O 1.09 3.07 1.70 -0.066
N -0.34 -0.13 -1.66 -0.013
C -1.54 0.34 -0.97 -0.294
C -1.47 -1.13 1.05 -0.105
C -1.32 0.30 0.52 -0.262
H -2.54 -1.36 0.97 0.072
H -1.82 1.35 -1.26 0.104
H -0.51 -0.31 -2.65 0.086
H -0.36 0.74 0.79 0.083
H -0.88 -1.82 0.46 0.056
H 0.78 3.14 0.79 0.023
H 2.48 -0.49 1.13 0.034
H -2.06 0.94 1.01 0.109
H 0.33 0.63 -1.68 0.078
H -1.22 -1.27 2.10 0.069
H 2.71 0.21 -0.17 0.020
H 0.86 -1.73 -1.26 -0.010
H -2.37 -0.31 -1.26 0.114
H 1.81 2.43 1.65 0.008
H 1.83 -2.95 -1.09 0.041

Record 4
69
Properties=species:S:1:pos:R:3:lowdin_charge:R:1 method="wB97M-V/def2-TZVPD" total_charge=-1 homo_lumo_gap_ev=6.3 e_lumo_ev=1.31 homo_energy_ev=-5.0
Ta -3.61 -0.14 -0.23 1.592
S 2.88 0.77 -1.76 0.642
S 5.51 -0.70 -1.22 0.754
S -6.03 0.48 -0.95 0.448
F -2.86 -2.94 -1.42 -0.225
O -6.88 0.60 0.38 -0.546
O -6.05 1.88 -1.66 -0.543
N 2.94 -1.68 -0.26 -0.234
C 3.93 -0.95 1.95 -0.198
C 3.62 -0.57 -1.03 -0.926
C 6.26 1.00 -1.51 -0.510
C -1.79 2.59 0.48 -0.316
C 3.64 -1.43 3.52 -0.261
C -0.35 -0.81 -0.64 -0.283
C 2.37 -0.57 4.18 -0.151
C 0.35 -2.31 -0.48 -0.204
C -3.99 -2.42 -0.58 -0.474
C 6.08 1.52 -3.06 -0.334
C 2.51 -1.29 1.13 -0.194
C -4.30 2.56 1.64 -0.199
C -4.06 -3.30 0.80 -0.188
C -1.49 -0.70 0.57 -0.381
C -1.78 4.25 0.56 -0.157
C -6.78 -0.75 -2.15 -0.280
C -3.36 2.12 0.35 -0.527
C 1.88 -2.40 -1.05 -0.214
C 7.34 2.39 -3.63 -0.162
H 2.32 -0.68 5.36 0.072
H 0.21 -2.76 0.62 0.105
H 5.08 2.15 -3.16 0.082
H -2.98 0.13 -1.95 -0.108
H 2.40 0.56 3.87 0.076
H 0.40 0.07 -0.44 0.040
H -0.79 4.66 0.08 0.061
H -3.05 -3.37 1.40 0.056
H 7.24 3.48 -3.15 0.085
H -7.62 -0.30 -2.85 0.077
H -4.97 -2.64 -1.18 0.061
H -1.14 2.16 -0.39 0.091
H -3.60 2.98 2.51 0.066
H -2.68 4.63 -0.13 0.080
H 1.90 -0.29 1.14 0.127
H 5.91 0.54 -3.72 0.106
H 4.60 -1.42 4.20 0.095
H -5.00 1.69 2.03 0.032
H 7.26 2.54 -4.79 0.076
H 2.01 -2.16 1.76 0.129
H 1.35 -1.02 3.78 0.079
H 3.26 -2.56 3.49 0.106
H -3.81 2.72 -0.58 0.073
H -5.90 -1.25 -2.77 0.066
H -4.91 -2.98 1.54 0.069
H -0.31 -3.02 -1.18 0.117
H -7.29 -1.60 -1.52 0.063
H -1.35 2.22 1.50 0.087
H -4.30 -0.39 1.50 -0.081
H -1.64 -1.73 1.15 0.028
H -1.09 0.06 1.40 0.043
H -5.04 3.43 1.31 0.079
H 5.77 1.73 -0.71 0.092
H 1.88 -2.09 -2.18 0.123
H -0.87 -0.67 -1.70 0.075
H 4.26 0.17 1.86 0.110
H -1.97 4.62 1.67 0.072
H 7.42 0.90 -1.31 0.089
H -4.31 -4.42 0.46 0.072
H 4.80 -1.67 1.58 0.103
H 2.17 -3.56 -1.03 0.125
H 8.40 1.94 -3.38 0.073

Record 5
59
Properties=species:S:1:pos:R:3:lowdin_charge:R:1 method="wB97M-V/def2-TZVPD" total_charge=0 homo_lumo_gap_ev=9.3 e_lumo_ev=-0.04 homo_energy_ev=-9.3
Cl 4.34 0.17 -2.62 0.753
S 1.89 5.00 -2.17 0.661
F 1.65 -0.73 -3.38 0.073
O 1.99 -1.65 0.51 0.115
O 2.50 5.70 -3.26 -0.279
O 0.58 5.41 -1.74 -0.286
O -2.43 -2.67 -1.61 0.062
O 0.17 -0.98 -0.62 0.008
N 2.99 5.07 -0.90 -0.118
N -2.00 -2.72 0.60 -0.042
C -4.15 -1.42 2.95 -0.131
C 3.08 2.45 0.72 -0.025
C 1.51 0.68 0.32 -0.120
C 1.71 0.58 -3.13 -0.295
C 1.27 -0.77 0.11 -0.457
C -4.01 -1.60 1.46 -0.272
C 0.56 1.34 -3.22 0.020
C 1.83 3.25 -2.56 -0.276
C 2.99 2.51 -2.49 -0.076
C 2.07 3.39 0.51 -0.229
C -0.16 -2.31 -0.99 -0.046
C 0.62 2.69 -2.93 -0.048
C 2.42 4.85 0.42 -0.181
C -1.12 -2.72 1.75 -0.145
C -5.36 -1.64 2.10 -0.115
C -1.63 -2.59 -0.69 -0.423
C 2.93 1.15 -2.76 -0.590
C 0.49 1.61 0.17 0.005
C 2.80 1.10 0.63 -0.008
C -0.19 -5.06 1.38 -0.094
C 0.77 2.96 0.27 -0.031
C -0.91 -4.12 2.34 -0.216
C -3.42 -2.86 0.89 -0.113
H -0.01 3.69 0.12 0.119
H -0.25 3.32 -2.97 0.123
H -0.03 -2.39 -2.08 0.136
H -1.88 -4.56 2.62 0.097
H -3.76 -0.72 0.88 0.143
H -5.86 -2.59 2.16 0.101
H -3.58 -3.70 1.58 0.126
H 3.52 5.92 -0.99 0.111
H 0.81 -4.69 1.16 0.073
H -3.84 -2.23 3.59 0.098
H -0.74 -5.15 0.44 0.074
H -1.56 -2.07 2.51 0.122
H -0.51 1.27 -0.05 0.126
H 1.52 5.46 0.56 0.117
H 4.08 2.78 0.93 0.122
H -3.98 -0.44 3.37 0.098
H -3.91 -3.10 -0.07 0.128
H 3.17 5.12 1.17 0.130
H -6.04 -0.81 1.94 0.097
H -0.33 -4.02 3.25 0.112
H 3.91 2.98 -2.21 0.121
H 3.57 0.36 0.78 0.122
H 0.52 -3.02 -0.50 0.114
H -0.15 -2.31 1.49 0.102
H -0.36 0.86 -3.50 0.133
H -0.10 -6.05 1.81 0.072

Record 6
17
Properties=species:S:1:pos:R:3:lowdin_charge:R:1 method="wB97M-V/def2-TZVPD" total_charge=+1 homo_lumo_gap_ev=7.9 e_lumo_ev=-5.41 homo_energy_ev=-13.4
S -0.98 0.45 0.61 1.227
N 2.31 -1.77 1.41 0.147
N 0.53 -0.69 0.76 -0.186
N 0.36 -2.00 0.43 0.092
N -1.45 1.34 -1.79 0.088
N -1.68 -0.54 -0.42 -0.285
C -0.88 1.88 -0.73 -0.403
C -0.40 3.09 -0.33 0.137
C -1.79 0.16 -1.59 -0.306
C 1.47 -2.62 0.79 -0.046
C 1.72 -0.64 1.40 -0.152
H -2.19 -0.40 -2.37 0.121
H -0.31 4.02 -0.86 0.092
H 2.09 0.29 1.77 0.142
H 1.70 -3.57 0.54 0.114
H -0.53 -2.11 -0.19 0.196
H 0.04 3.13 0.58 0.023

Listing energy for the structures above in their given order: -4052.11809 -460.14150 -403.77141 -2305.29207 -2335.99278 -865.70327 hartree.
Listing largest force on an atom for the structures above in their given order: 0.9 7.6 0.9 5.7 0.8 3.4 eV/Å.